C2H3N | ωB97M-V/def2-TZVPD

The geometry in XYZ format:
```
6
Properties=species:S:1:pos:R:3:lowdin_charge:R:1
C -0.18125 -0.41114 0.23342 -0.062
C 0.31522 0.83755 -0.42550 -0.290
N 0.73720 1.75238 -0.90318 0.124
H -0.54220 -1.13729 -0.49496 0.074
H -1.05023 -0.25675 0.87304 0.076
H 0.72125 -0.78473 0.71718 0.077
```

Results
**Molecular weight**: 41.05 g/mol
**Energy relative to the best compared isomer or geometry (same formula, charge and spin)**: 0.188 eV
**Orbital gap**: 12.9 eV
**E_HOMO**: -12.05 eV


C2H3N2O | ωB97M-V/def2-TZVPD

The geometry in XYZ format:
```
8
Properties=species:S:1:pos:R:3:lowdin_charge:R:1
C 1.59730 -0.37479 -0.07142 -0.234
C -0.61088 -0.16270 -0.00196 -0.170
N 1.84419 0.80358 -0.06990 0.382
N -0.63836 1.06617 0.03901 0.384
O 0.41997 -0.99561 0.03950 0.130
H 2.42990 -0.98484 -0.03523 0.162
H -1.44994 -0.89227 0.11301 0.209
H -0.10603 1.91432 0.10959 0.137
```

Results
**Net charge**: +1
**Molecular weight**: 71.06 g/mol
**Energy relative to the best compared isomer or geometry (same formula, charge and spin)**: 4.969 eV
**Orbital gap (spin up / spin down)**: 10.3 / 7.7 eV
**E_HOMO (spin up / spin down)**: -18.18 / -17.21 eV


C2H3N2O2 | ωB97M-V/def2-TZVPD

The geometry in XYZ format:
```
9
Properties=species:S:1:pos:R:3:lowdin_charge:R:1
C 1.68115 0.15299 0.09616 -0.817
C -1.23281 0.07992 0.44405 -0.072
N -0.65849 -0.24146 -0.69965 -0.187
N 0.59344 -0.20541 -1.01292 0.046
O 1.93722 -0.86513 0.68284 -0.038
O 2.09267 1.31371 0.14908 -0.067
H -2.39477 0.04075 0.47881 0.050
H -0.81615 0.31664 1.30254 -0.022
H -1.20227 -0.59201 -1.44092 0.107
```

Results
**Net charge**: -1
**Molecular weight**: 87.06 g/mol
**Energy relative to the best compared isomer or geometry (same formula, charge and spin)**: 1.355 eV
**Orbital gap (spin up / spin down)**: 7.1 / 7.1 eV
**E_HOMO (spin up / spin down)**: -2.94 / -2.94 eV


C2H3N2O2 | ωB97M-V/def2-TZVPD

The geometry in XYZ format:
```
9
Properties=species:S:1:pos:R:3:lowdin_charge:R:1
C 0.86945 -0.46684 0.36776 -0.181
C -0.42710 -0.06860 -0.24476 -0.316
N -1.71155 -0.46131 0.35825 -0.083
N 0.51874 1.02614 0.45735 -0.240
O 1.10322 1.76806 -0.43954 -0.341
O -2.75767 -0.26775 -0.29815 -0.156
H 0.97336 -0.92483 1.35200 0.066
H 1.86622 -0.78018 -0.18981 0.116
H -0.43467 0.17532 -1.36311 0.135
```

Results
**Net charge**: -1
**Molecular weight**: 87.06 g/mol
**Energy relative to the best compared isomer or geometry (same formula, charge and spin)**: 5.080 eV
**Orbital gap (spin up / spin down)**: 7.0 / 7.0 eV
**E_HOMO (spin up / spin down)**: -2.77 / -2.77 eV


C2H3N2O2 | ωB97M-V/def2-TZVPD

The geometry in XYZ format:
```
9
Properties=species:S:1:pos:R:3:lowdin_charge:R:1
C 0.27958 0.16902 0.58324 -0.366
C 1.26537 -0.73732 0.02569 -0.396
N -0.94027 -0.22262 0.81311 -0.009
N -2.02013 0.52807 -1.37742 -0.042
O -0.96475 0.99977 -1.79730 -0.218
O 1.18637 -1.93777 -0.28023 -0.088
H 0.76014 1.12055 0.87850 0.066
H 2.16228 -0.15129 -0.10106 0.055
H -1.72859 0.23159 1.25547 -0.003
```

Results
**Net charge**: -1
**Molecular weight**: 87.06 g/mol
**Energy relative to the best compared isomer or geometry (same formula, charge and spin)**: 3.412 eV
**Orbital gap (spin up / spin down)**: 6.0 / 8.0 eV
**E_HOMO (spin up / spin down)**: -1.44 / -3.55 eV


C2H3N2O2 | ωB97M-V/def2-TZVPD

The geometry in XYZ format:
```
9
Properties=species:S:1:pos:R:3:lowdin_charge:R:1
C -1.18404 0.90350 -1.27917 -0.181
C 2.05716 -0.07436 -0.57396 0.148
N -2.11160 1.39556 -0.52920 0.002
N -0.22312 0.27804 -0.60565 0.082
O 2.07862 -1.07387 -0.09574 0.293
O -2.82759 1.35865 0.38919 0.217
H -1.27306 1.09259 -2.33871 0.149
H 2.45824 0.95467 -0.85559 0.198
H -0.25742 0.27834 0.42448 0.091
```

Results
**Net charge**: +1
**Molecular weight**: 87.06 g/mol
**Energy relative to the best compared isomer or geometry (same formula, charge and spin)**: 6.413 eV
**Orbital gap (spin up / spin down)**: 7.8 / 7.7 eV
**E_HOMO (spin up / spin down)**: -13.62 / -13.69 eV


C2H3N2O2 | ωB97M-V/def2-TZVPD

The geometry in XYZ format:
```
9
Properties=species:S:1:pos:R:3:lowdin_charge:R:1
C 0.05143 0.88795 0.71801 -0.017
C -0.58007 -1.12881 0.19225 -0.101
N 1.14804 1.18386 1.03261 -0.037
N -0.89734 -0.03579 0.73766 0.174
O -0.00992 -2.05197 -0.16686 0.366
O 2.19759 1.64565 1.09528 0.212
H -0.36146 -0.49646 -2.32392 0.066
H 0.34078 -0.37623 -2.18683 0.069
H -1.88905 0.37180 0.90180 0.268
```

Results
**Net charge**: +1
**Molecular weight**: 87.06 g/mol
**Energy relative to the best compared isomer or geometry (same formula, charge and spin)**: 6.781 eV
**Orbital gap (spin up / spin down)**: 8.5 / 8.5 eV
**E_HOMO (spin up / spin down)**: -15.25 / -15.25 eV


C2H3N2OP | ωB97M-V/def2-TZVPD

The geometry in XYZ format:
```
9
Properties=species:S:1:pos:R:3:lowdin_charge:R:1
C -2.18477 -0.49531 -0.42643 -0.139
C -0.24078 0.30504 -0.23912 -0.654
N -2.27524 0.79896 -0.23730 0.041
N -1.03993 1.27215 -0.14567 0.018
O -0.88625 -0.90911 -0.42083 0.010
P 1.49677 0.23264 -0.63662 0.919
H -2.89430 -1.13905 -0.64688 0.080
H 1.83860 -0.73260 0.14402 -0.154
H 2.00716 1.17132 0.17024 -0.119
```

Results
**Molecular weight**: 102.03 g/mol
**Energy relative to the best compared isomer or geometry (same formula, charge and spin)**: 1.705 eV
**Orbital gap**: 10.5 eV
**E_HOMO**: -9.61 eV


C2H3N2OS | ωB97M-V/def2-TZVPD

The geometry in XYZ format:
```
9
Properties=species:S:1:pos:R:3:lowdin_charge:R:1
C -0.18866 -1.67658 0.00041 -0.377
C 0.35945 0.90238 -0.07344 -0.231
N -1.40490 -1.22255 0.07665 0.110
N -2.04004 -0.27824 -0.15418 -0.085
O -2.93046 0.45623 -0.04055 0.241
S 1.09669 -0.55022 -0.11540 1.160
H 0.00263 -2.73169 0.02324 0.095
H -0.62849 1.15095 0.25270 0.033
H 1.00957 1.74226 -0.25805 0.053
```

Results
**Net charge**: +1
**Molecular weight**: 103.13 g/mol
**Energy relative to the best compared isomer or geometry (same formula, charge and spin)**: 5.412 eV
**Orbital gap**: 7.5 eV
**E_HOMO**: -13.97 eV


C2H3N2OS | ωB97M-V/def2-TZVPD

The geometry in XYZ format:
```
9
Properties=species:S:1:pos:R:3:lowdin_charge:R:1
C -0.82754 0.15664 -0.00414 -0.074
C -0.30321 1.41346 0.00528 -0.492
N -0.04578 -0.98118 0.00412 0.068
N 1.21988 -0.94566 -0.02907 -0.120
O 2.05475 -1.78141 0.01701 0.183
S 1.34180 1.78390 0.00217 0.994
H -1.89118 -0.01311 -0.01931 0.148
H -0.99349 2.24595 0.00250 0.084
H -0.55523 -1.87858 0.02143 0.208
```

Results
**Net charge**: +1
**Molecular weight**: 103.13 g/mol
**Energy relative to the best compared isomer or geometry (same formula, charge and spin)**: 4.597 eV
**Orbital gap (spin up / spin down)**: 6.8 / 6.5 eV
**E_HOMO (spin up / spin down)**: -14.66 / -14.65 eV


C2H3N2P | ωB97M-V/def2-TZVPD

The geometry in XYZ format:
```
8
Properties=species:S:1:pos:R:3:lowdin_charge:R:1
C -0.59067 -1.07093 0.57668 -0.530
C -1.45445 -0.21174 1.16641 -0.177
N 0.31713 -1.42100 -0.10895 0.078
N 0.78545 0.56255 -0.71992 -0.274
P -0.37173 0.88200 0.31984 0.768
H 0.67159 -2.38189 -0.25256 0.131
H 1.28185 1.45937 -1.09002 0.037
H -0.63917 2.18165 0.10852 -0.033
```

Results
**Molecular weight**: 86.03 g/mol
**Energy relative to the best compared isomer or geometry (same formula, charge and spin)**: 5.180 eV
**Orbital gap**: 8.9 eV
**E_HOMO**: -8.90 eV


C2H3N2S | ωB97M-V/def2-TZVPD

The geometry in XYZ format:
```
8
Properties=species:S:1:pos:R:3:lowdin_charge:R:1
C -1.35620 1.52399 0.15485 -0.235
C -0.30144 0.51636 0.01058 -0.189
N -2.29481 2.13638 -0.10525 0.218
N -0.87599 -0.83452 -0.07518 -0.423
S -2.41852 -1.08225 0.04089 1.112
H 0.51504 0.82761 -0.68760 0.173
H 0.09139 0.36764 1.01963 0.144
H -0.14811 -1.62298 -0.32775 0.201
```

Results
**Net charge**: +1
**Molecular weight**: 87.13 g/mol
**Energy relative to the best compared isomer or geometry (same formula, charge and spin)**: 0.468 eV
**Orbital gap**: 7.7 eV
**E_HOMO**: -16.18 eV


- Number 5 is which compound?
  C2H3N2O2


- The lowest energy relative to the best compared isomer or geometry (same formula, charge and spin) belongs to which entry?
  C2H3N